Formula: C45H38AsN4P2V
Source: the Open Molecules 2025 dataset
Level of theory: ωB97M-V/def2-TZVPD

CARTESIAN COORDINATES (ANGSTROEM)
V: -0.161 -0.303 0.618
C: -3.903 0.054 -2.129
N: -2.773 -0.158 -1.209
P: -2.505 0.625 0.276
C: -3.864 0.361 1.412
C: -5.059 1.067 1.246
C: -6.111 0.848 2.118
C: -5.969 -0.057 3.164
C: -4.775 -0.739 3.348
C: -3.720 -0.533 2.473
C: -2.382 2.396 -0.005
C: -2.002 2.897 -1.251
C: -1.768 4.255 -1.405
C: -1.891 5.108 -0.316
C: -2.263 4.614 0.927
C: -2.514 3.259 1.084
P: -1.225 -0.694 -1.641
C: -1.301 -1.362 -3.304
C: -1.999 -2.548 -3.537
C: -2.100 -3.029 -4.830
C: -1.502 -2.338 -5.879
C: -0.801 -1.164 -5.643
C: -0.698 -0.668 -4.352
C: -0.946 -2.167 -0.582
C: 0.304 -2.806 -0.687
C: 0.602 -3.884 0.133
C: -0.310 -4.299 1.099
C: -1.532 -3.653 1.238
C: -1.857 -2.595 0.395
H: -4.660 0.648 -1.621
H: -4.350 -0.896 -2.418
H: -3.593 0.589 -3.027
H: -5.158 1.803 0.456
H: -7.037 1.392 1.992
H: -6.790 -0.217 3.850
H: -4.663 -1.421 4.180
H: -2.776 -1.044 2.631
H: -1.905 2.235 -2.105
H: -1.500 4.650 -2.376
H: -1.707 6.167 -0.438
H: -2.358 5.277 1.777
H: -2.828 2.880 2.051
H: -2.455 -3.091 -2.717
H: -2.639 -3.946 -5.022
H: -1.582 -2.723 -6.887
H: -0.334 -0.635 -6.463
H: -0.152 0.248 -4.162
H: 1.025 -2.485 -1.433
H: 1.547 -4.397 0.016
H: -0.068 -5.137 1.739
H: -2.245 -3.989 1.979
H: -2.838 -2.138 0.447
C: 5.083 -3.488 -1.732
C: 4.628 -3.715 -0.440
C: 3.879 -2.749 0.215
C: 3.590 -1.546 -0.424
C: 4.049 -1.314 -1.716
C: 4.794 -2.288 -2.367
As: 2.509 -0.208 0.464
C: 2.999 1.439 -0.401
C: 4.326 1.862 -0.416
C: 4.666 3.044 -1.053
C: 3.685 3.804 -1.680
C: 2.364 3.380 -1.674
C: 2.022 2.197 -1.038
C: 3.071 -0.120 2.302
C: 2.640 -1.143 3.147
C: 2.967 -1.119 4.493
C: 3.709 -0.061 5.002
C: 4.115 0.971 4.169
C: 3.795 0.946 2.817
H: 5.673 -4.240 -2.238
H: 4.871 -4.641 0.065
H: 3.555 -2.926 1.234
H: 3.839 -0.376 -2.215
H: 5.158 -2.101 -3.369
H: 5.098 1.259 0.048
H: 5.696 3.372 -1.064
H: 3.954 4.727 -2.175
H: 1.601 3.972 -2.162
H: 0.983 1.875 -1.030
H: 2.040 -1.963 2.759
H: 2.639 -1.917 5.145
H: 3.964 -0.037 6.053
H: 4.681 1.801 4.568
H: 4.101 1.765 2.182
N: -1.469 4.514 4.393
C: -0.865 3.564 4.149
N: -0.160 2.478 3.880
C: -0.121 1.748 2.905
N: -0.036 0.974 1.992

Its net charge is +2. The spin multiplicity is 3. The total energy is -5818.575796 a.u. The orbital gap (alpha / beta) is 6.43 / 7.31 eV. The HOMO energy (alpha / beta) is -13.7 / -13.8 eV. As for the expectation value of S²: 2.04.

Atomic partial charges in e from the Löwdin method, atoms 1 to 2: number 1, V, carries 0.65; number 2, C, carries -0.08

Formula: C45H38BrCl2F4N6O3PSSeSr
Source: the Open Molecules 2025 dataset
Level of theory: ωB97M-V/def2-TZVPD

CARTESIAN COORDINATES (ANGSTROEM)
Sr: -0.593 -0.999 0.950
Cl: -1.747 3.706 6.223
C: -1.221 2.283 5.387
C: -1.733 2.017 4.126
C: -1.333 0.899 3.409
N: -1.732 0.742 2.067
C: -3.030 0.765 1.729
O: -4.021 0.711 2.441
C: -3.178 0.868 0.191
C: -3.741 2.156 -1.450
C: -3.541 1.411 -2.717
C: -3.147 0.136 -2.791
C: -2.702 -0.659 -1.651
N: -2.661 -0.365 -0.407
C: -0.396 -0.001 3.986
C: 0.108 0.285 5.253
C: -0.294 1.419 5.943
Cl: 0.385 1.727 7.508
N: 0.003 -1.092 3.209
C: 0.498 -2.205 3.750
O: 0.711 -2.476 4.932
C: 0.870 -3.293 2.737
C: 1.809 -4.231 3.155
C: 2.159 -5.259 2.305
C: 1.536 -5.335 1.066
C: 0.621 -4.356 0.729
N: 0.297 -3.342 1.532
H: -2.456 2.692 3.688
H: -4.158 3.145 -1.634
H: -3.793 1.928 -3.637
H: -3.067 -0.350 -3.755
H: -2.287 -1.632 -1.917
H: 0.805 -0.396 5.712
H: 2.219 -4.127 4.148
H: 2.889 -6.000 2.604
H: 1.744 -6.142 0.376
H: 0.106 -4.379 -0.223
F: -0.933 4.505 -6.406
C: -0.895 3.941 -5.206
C: -1.443 4.590 -4.112
F: -2.008 5.784 -4.260
C: -1.386 3.985 -2.866
F: -1.905 4.661 -1.841
C: -0.815 2.734 -2.666
P: -0.792 1.928 -1.005
C: 0.295 3.107 -0.120
C: 1.259 3.846 -0.808
C: 2.177 4.623 -0.116
C: 2.145 4.677 1.269
C: 1.196 3.937 1.961
C: 0.289 3.147 1.275
C: -2.556 2.178 -0.421
C: -4.537 1.277 -0.426
C: -5.477 2.055 0.428
C: -5.179 3.195 1.048
C: -3.859 3.799 1.075
C: -2.737 3.368 0.489
C: -0.264 2.105 -3.782
Br: 0.533 0.404 -3.654
C: -0.300 2.699 -5.034
F: 0.225 2.101 -6.101
H: 1.303 3.825 -1.889
H: 2.912 5.195 -0.666
H: 2.854 5.292 1.805
H: 1.156 3.964 3.042
H: -0.440 2.570 1.824
H: -5.059 0.442 -0.892
H: -6.473 1.646 0.530
H: -5.946 3.685 1.633
H: -3.771 4.707 1.660
H: -1.862 3.980 0.639
C: 4.727 -1.172 -0.937
C: 3.300 -0.675 -1.063
S: 2.522 -0.387 0.549
O: 2.997 -1.454 1.461
C: 3.335 1.178 0.998
C: 3.464 1.265 2.508
H: 5.082 -1.537 -1.901
H: 4.775 -1.982 -0.209
H: 5.406 -0.385 -0.613
H: 2.651 -1.398 -1.554
H: 3.215 0.262 -1.619
H: 2.678 1.963 0.617
H: 4.298 1.248 0.491
H: 2.487 1.177 2.987
H: 3.891 2.229 2.780
H: 4.098 0.468 2.891
C: 3.227 -4.140 -2.182
N: 2.110 -5.017 -2.456
C: 2.167 -6.391 -2.519
C: 0.919 -6.832 -2.792
N: 0.114 -5.722 -2.900
C: -1.309 -5.723 -3.168
C: 0.845 -4.607 -2.688
Se: 0.206 -2.877 -2.703
H: 4.146 -4.716 -2.268
H: 3.143 -3.728 -1.176
H: 3.230 -3.330 -2.910
H: 3.086 -6.928 -2.371
H: 0.538 -7.827 -2.926
H: -1.598 -6.717 -3.501
H: -1.528 -4.991 -3.943
H: -1.861 -5.458 -2.267

The total energy is -9357.431826 a.u. The orbital gap is 6.33 eV. The HOMO energy is -6.8 eV.

Atomic partial charges in e from the Löwdin method, atoms 1 to 2: number 1, Sr, carries 1.35; number 2, Cl, carries 0.65

Formula: C45H38ClFeN3O4P2
Source: the Open Molecules 2025 dataset
Level of theory: ωB97M-V/def2-TZVPD

CARTESIAN COORDINATES (ANGSTROEM)
Fe: -1.098 1.261 -0.443
C: -0.433 -0.881 3.240
C: -0.972 -0.506 1.997
N: -0.705 0.648 1.429
C: 0.118 1.527 2.077
C: 0.672 1.250 3.335
C: 0.385 -0.011 3.902
C: 1.480 2.234 3.958
C: 1.683 3.431 3.330
C: 1.120 3.729 2.070
C: 0.335 2.793 1.422
N: -0.403 2.896 0.288
C: -1.107 4.006 -0.104
C: -0.715 5.317 -0.238
C: -1.669 6.310 -0.566
C: -2.991 6.019 -0.735
C: -3.438 4.680 -0.589
C: -4.789 4.273 -0.680
C: -5.117 2.965 -0.474
C: -4.093 2.033 -0.220
N: -2.829 2.369 -0.144
C: -2.493 3.687 -0.306
H: -0.684 -1.849 3.651
H: -1.636 -1.171 1.462
H: 0.807 -0.267 4.867
H: 1.921 2.025 4.925
H: 2.300 4.184 3.806
H: 1.306 4.693 1.620
H: 0.324 5.592 -0.124
H: -1.331 7.334 -0.673
H: -3.709 6.795 -0.965
H: -5.552 5.009 -0.904
H: -6.139 2.622 -0.535
H: -4.322 0.982 -0.094
O: -1.983 0.055 -3.970
Cl: -2.385 0.688 -2.765
O: -3.740 1.105 -2.838
O: -1.500 1.826 -2.452
O: -2.182 -0.206 -1.599
C: 0.456 -1.731 -2.908
C: 1.607 -1.059 -2.162
P: 1.248 0.360 -0.995
C: 2.176 1.699 -1.851
C: 3.562 1.622 -2.021
C: 4.248 2.610 -2.705
C: 3.561 3.695 -3.238
C: 2.187 3.776 -3.085
C: 1.498 2.784 -2.396
C: 2.438 0.001 0.368
C: 2.710 -1.294 0.801
C: 3.605 -1.532 1.835
C: 4.255 -0.475 2.452
C: 3.998 0.821 2.029
C: 3.094 1.055 1.005
C: -0.236 -2.930 -2.237
P: -0.260 -2.945 -0.382
C: -1.959 -3.481 0.071
C: -3.100 -3.128 -0.644
C: -4.365 -3.435 -0.157
C: -4.513 -4.092 1.053
C: -3.383 -4.448 1.777
C: -2.122 -4.143 1.293
C: 0.622 -4.519 -0.006
C: 1.574 -4.544 1.007
C: 2.239 -5.721 1.334
C: 1.953 -6.889 0.648
C: 0.990 -6.882 -0.356
C: 0.330 -5.709 -0.676
H: 0.874 -2.101 -3.848
H: -0.274 -0.997 -3.199
H: 2.292 -0.635 -2.897
H: 2.188 -1.804 -1.615
H: 4.112 0.783 -1.612
H: 5.322 2.534 -2.823
H: 4.098 4.470 -3.770
H: 1.639 4.614 -3.498
H: 0.429 2.870 -2.281
H: 2.221 -2.136 0.334
H: 3.803 -2.551 2.147
H: 4.960 -0.660 3.253
H: 4.496 1.660 2.497
H: 2.912 2.074 0.693
H: 0.268 -3.847 -2.545
H: -1.259 -3.007 -2.607
H: -3.016 -2.611 -1.587
H: -5.238 -3.154 -0.734
H: -5.500 -4.327 1.431
H: -3.483 -4.970 2.720
H: -1.250 -4.433 1.868
H: 1.785 -3.639 1.567
H: 2.978 -5.722 2.125
H: 2.469 -7.807 0.897
H: 0.751 -7.797 -0.885
H: -0.432 -5.718 -1.447

The total energy is -4609.257234 a.u. The orbital gap (alpha / beta) is 6.87 / 6.87 eV. The HOMO energy (alpha / beta) is -6.7 / -6.7 eV.

Atomic partial charges in e from the Löwdin method, atoms 1 to 2: number 1, Fe, carries 0.39; number 2, C, carries -0.04

Formula: C45H39BCl2N9O7PY
Source: the Open Molecules 2025 dataset
Level of theory: ωB97M-V/def2-TZVPD

CARTESIAN COORDINATES (ANGSTROEM)
Y: -1.610 -1.231 1.304
Cl: -1.781 4.403 5.545
C: -2.411 3.132 4.553
C: -1.705 2.766 3.419
C: -2.076 1.541 2.753
N: -1.424 1.060 1.633
C: -0.698 1.747 0.649
O: 0.085 2.675 0.793
C: -0.833 1.068 -0.768
C: -0.671 1.914 -1.910
C: -1.199 1.396 -3.126
C: -1.892 0.206 -3.183
C: -1.885 -0.626 -2.083
N: -1.337 -0.192 -0.920
C: -3.041 0.684 3.330
C: -3.706 1.038 4.453
C: -3.496 2.324 5.019
Cl: -4.737 2.589 6.160
N: -3.383 -0.491 2.637
C: -4.666 -0.818 2.480
O: -5.766 -0.352 2.830
C: -4.818 -2.009 1.627
C: -6.001 -2.765 1.630
C: -6.145 -3.861 0.778
C: -5.023 -4.279 0.009
C: -3.832 -3.563 0.148
N: -3.747 -2.417 0.887
H: -0.976 3.410 2.897
H: -0.166 2.855 -1.802
H: -0.994 1.882 -4.038
H: -2.440 -0.050 -4.069
H: -2.465 -1.528 -2.073
H: -4.522 0.474 4.801
H: -6.773 -2.445 2.318
H: -7.164 -4.289 0.640
H: -5.156 -5.092 -0.711
H: -2.969 -3.838 -0.370
C: 3.646 -4.385 -0.428
O: 3.605 -3.089 -1.007
C: 3.659 -2.133 0.043
C: 4.833 -1.469 0.374
C: 4.842 -0.227 1.025
C: 3.660 0.250 1.523
C: 2.504 -0.678 1.567
C: 1.482 -0.362 2.504
N: 0.363 -1.051 2.769
N: 0.452 -2.193 3.441
C: -0.620 -2.987 3.340
O: -1.248 -3.166 2.212
C: -0.913 -3.868 4.442
C: -1.845 -4.904 4.093
C: -2.137 -5.859 5.025
C: -1.450 -5.864 6.229
C: -0.534 -4.880 6.547
C: -0.446 -3.760 5.759
C: 2.459 -1.689 0.632
O: 1.205 -2.117 0.132
H: 4.270 -5.051 -1.088
H: 4.118 -4.424 0.529
H: 2.590 -4.772 -0.274
H: 5.805 -1.792 0.034
H: 5.837 0.256 1.221
H: 3.617 1.226 1.938
H: 1.569 0.545 3.107
H: -2.204 -4.956 3.062
H: -2.918 -6.621 4.820
H: -1.630 -6.706 6.894
H: 0.131 -5.052 7.420
H: 0.110 -2.886 6.102
O: 1.514 -2.604 -2.370
B: 0.910 -2.692 -1.057
O: -0.113 -3.728 -1.054
C: 0.200 -4.522 -2.193
C: -0.345 -5.787 -2.398
C: 0.296 -6.450 -3.487
C: 1.070 -5.751 -4.415
C: 1.717 -4.475 -4.126
C: 1.187 -3.905 -2.934
H: -1.054 -6.205 -1.750
H: 0.023 -7.475 -3.712
H: 1.342 -6.323 -5.302
H: 2.377 -3.988 -4.814
C: 3.691 6.904 -2.432
N: 2.380 7.586 -2.281
C: 2.170 8.617 -3.416
N: 2.359 8.041 -4.718
C: 3.618 7.300 -4.797
N: 3.800 6.291 -3.737
C: 2.959 5.127 -4.015
P: 1.290 5.880 -3.950
C: 1.272 6.599 -2.296
C: 1.333 7.234 -5.238
H: 3.838 6.099 -1.655
H: 4.460 7.691 -2.297
H: 2.445 8.188 -1.411
H: 2.926 9.354 -3.258
H: 1.182 9.086 -3.309
H: 4.497 8.015 -4.711
H: 3.609 6.819 -5.753
H: 3.115 4.254 -3.300
H: 3.094 4.842 -5.072
H: 1.400 5.878 -1.475
H: 0.327 7.089 -2.012
H: 0.303 7.604 -5.238
H: 1.419 6.756 -6.240

Its net charge is -1. The total energy is -4082.579723 a.u. The orbital gap (alpha / beta) is 4.59 / 3.47 eV. The HOMO energy (alpha / beta) is -3.0 / -1.8 eV.

Atomic partial charges in e from the Löwdin method, atoms 1 to 2: number 1, Y, carries 1.58; number 2, Cl, carries 0.64

Formula: C45H39MoN12OS
Source: the Open Molecules 2025 dataset
Level of theory: ωB97M-V/def2-TZVPD

CARTESIAN COORDINATES (ANGSTROEM)
Mo: -0.062 -0.017 0.213
O: -1.018 3.898 -1.350
C: -0.904 2.911 -0.630
N: -0.052 1.885 -0.843
C: 0.853 2.227 -1.924
C: 2.082 1.385 -1.919
C: 3.110 1.665 -2.820
C: 4.248 0.892 -2.811
C: 4.324 -0.159 -1.901
C: 3.262 -0.376 -1.056
N: 2.151 0.385 -1.047
C: -1.685 2.865 0.651
C: -2.429 3.969 1.035
C: -2.951 3.998 2.314
C: -2.687 2.934 3.164
C: -1.954 1.865 2.686
N: -1.486 1.812 1.436
H: 1.146 3.276 -1.831
H: 0.361 2.157 -2.903
H: 2.994 2.496 -3.504
H: 5.060 1.094 -3.497
H: 5.191 -0.802 -1.844
H: 3.302 -1.196 -0.353
H: -2.542 4.780 0.330
H: -3.531 4.846 2.655
H: -3.038 2.925 4.187
H: -1.733 1.022 3.328
C: -1.783 2.051 -6.092
C: -1.851 1.434 -4.720
C: -2.691 1.952 -3.732
C: -2.712 1.422 -2.460
C: -1.903 0.340 -2.109
N: -1.915 -0.215 -0.801
C: -3.189 -0.634 -0.414
C: -4.191 -0.840 -1.386
C: -5.512 -1.064 -1.071
C: -5.937 -1.108 0.254
C: -7.387 -1.280 0.625
C: -4.952 -1.038 1.215
C: -3.602 -0.874 0.898
N: -2.666 -1.033 1.973
C: -2.965 -1.484 3.207
C: -1.802 -1.585 3.926
C: -0.813 -1.193 3.039
N: -1.331 -0.874 1.844
C: -1.089 -0.175 -3.095
C: -1.041 0.366 -4.378
N: -0.269 -1.295 -2.793
C: 0.111 -2.250 -3.661
C: 1.017 -3.060 -3.026
C: 1.127 -2.521 -1.746
N: 0.335 -1.461 -1.591
H: -2.677 2.635 -6.304
H: -1.681 1.289 -6.866
H: -0.925 2.721 -6.174
H: -3.322 2.802 -3.960
H: -3.369 1.843 -1.710
H: -3.913 -0.802 -2.429
H: -6.229 -1.193 -1.873
H: -8.038 -0.893 -0.157
H: -7.623 -0.756 1.550
H: -7.636 -2.334 0.768
H: -5.254 -1.107 2.250
H: -3.969 -1.734 3.489
H: -1.683 -1.910 4.944
H: 0.238 -1.106 3.230
H: -0.351 -0.045 -5.106
H: -0.305 -2.285 -4.653
H: 1.520 -3.926 -3.417
H: 1.758 -2.868 -0.951
S: 1.302 1.167 1.941
C: 2.501 -0.083 1.942
N: 3.788 0.066 2.262
N: 4.178 1.275 2.468
C: 5.536 1.578 2.739
C: 6.450 0.572 3.015
C: 7.768 0.919 3.262
C: 8.166 2.251 3.236
C: 7.236 3.245 2.966
C: 5.914 2.912 2.717
N: 2.210 -1.368 1.657
N: 1.071 -1.585 1.112
C: 0.674 -2.983 1.212
C: 1.507 -3.915 1.817
C: 1.111 -5.242 1.906
C: -0.122 -5.646 1.414
C: -0.962 -4.708 0.831
C: -0.568 -3.385 0.728
H: 3.518 2.039 2.301
H: 6.124 -0.458 3.035
H: 8.489 0.144 3.483
H: 9.198 2.512 3.428
H: 7.538 4.283 2.947
H: 5.181 3.681 2.505
H: 2.460 -3.603 2.218
H: 1.774 -5.960 2.368
H: -0.428 -6.681 1.491
H: -1.930 -5.003 0.448
H: -1.230 -2.676 0.249

Its net charge is +1. The spin multiplicity is 3. The total energy is -2936.730914 a.u. The orbital gap (alpha / beta) is 5.86 / 6.02 eV. The HOMO energy (alpha / beta) is -9.3 / -9.7 eV. As for the expectation value of S²: 2.26.

Atomic partial charges in e from the Löwdin method, atoms 1 to 2: number 1, Mo, carries 1.61; number 2, O, carries 0.05